Record 1
ORCA calculation (the ωB97M-V functional and the def2-TZVPD basis) on a cluster of 9 separate species, C25H58F3NO10PS in total at a distorted geometry.

Cartesian coordinates (Å):
H 2.53489 -0.52392 4.98290
O 2.85147 -5.05350 2.18457
O 4.90977 -1.29679 -1.32641
C 6.42806 -6.55948 4.61878
C 0.72702 0.80429 -0.61494
C -2.14839 -1.18168 -6.84280
C 3.14574 4.39315 2.76929
H -1.91239 6.42341 -3.15768
O 5.95987 -5.31123 4.14242
H -1.87191 -2.01991 1.61276
H -3.04401 -0.82136 -7.35471
H -1.58677 7.15294 -1.56360
C 3.11402 2.97216 1.89855
C 2.33270 2.78121 0.47150
H 0.98739 4.05726 -1.23588
F -4.69528 0.37591 -0.22696
H -6.96756 -1.82219 -6.92726
C -6.02598 -1.42238 -7.31148
H -2.81067 -0.73248 -5.07689
H -2.01187 0.23350 -0.58295
H 3.00852 0.54024 0.00108
C 2.39001 -0.71735 2.61699
H 7.31757 -6.85466 4.05671
H 5.41046 -0.50021 -1.57169
C 3.93228 -5.89811 1.83425
O -4.73822 -1.59305 3.90833
H 3.09021 -4.61499 3.01890
O -0.78761 5.28841 -1.86172
N -2.27100 -1.15066 1.18929
C -2.09219 1.31761 2.10644
H -1.31819 0.91835 -3.96782
H -3.86905 -0.21795 2.48110
O -2.01704 -0.52134 -5.59744
C -1.24839 1.99658 -4.13162
H -5.51926 -0.17563 5.17867
H -2.21819 -2.25992 -6.67900
C -0.00701 0.16357 0.69992
S -3.18568 2.41085 0.98856
H -1.26961 -0.96453 -7.45457
H 0.03534 1.65858 -1.02533
H 0.96538 -2.19894 -0.82628
C -2.68959 -0.20468 2.30096
H 1.05799 6.50469 0.23620
H -2.76756 5.82424 -1.70245
H 4.83637 -5.29861 1.70190
C 1.58376 5.53342 0.64567
H 2.65352 1.65029 -1.47488
H 3.69559 -6.40802 0.89743
H -5.16458 -1.77021 5.91320
H 3.72234 4.40296 3.80953
H 2.38831 1.09523 4.00010
F -5.65132 1.50429 1.78193
H -3.83285 -0.66109 5.49445
H 3.16654 -0.01267 2.09945
H 0.10716 1.48333 2.68632
H 2.74310 -1.79845 -0.18331
C -1.42506 -0.50953 0.11326
C 2.24901 1.35630 -0.38962
O -2.49081 2.79481 -0.34284
H 0.82483 0.05475 4.17794
O -3.47452 3.76032 1.74042
H -5.63048 -1.89971 3.67334
H 2.99311 -1.71000 2.89577
F -5.54357 2.60617 -0.34629
C 5.08695 -2.23731 -2.36960
H -6.11239 -1.22302 -8.38250
H -0.36961 2.21373 -4.74339
H 5.64588 -7.30931 4.47872
C -1.82598 6.22405 -2.08667
H 6.67466 -4.66656 4.27978
H 6.66605 -6.47873 5.68220
C 1.99491 -0.03034 4.06325
C 1.71078 -2.28254 0.10137
H -1.05767 -1.39476 -0.59779
H 1.85563 -3.38642 0.47764
H 2.36920 6.68103 2.73072
H -2.21879 -0.62712 3.29961
C -0.50089 1.37571 1.69440
O -4.98761 -2.35802 -7.08654
H 4.53504 -3.14784 -2.12465
P 0.91543 -1.26749 1.55083
C 2.35026 5.68007 2.12205
H 3.70853 2.07785 2.38688
H -5.78677 -0.49349 -6.78841
H -5.22760 -3.17122 -7.56245
H 4.08619 -6.64007 2.62154
C -4.83011 1.62586 0.55541
H -2.14401 2.35690 -4.64353
H -2.16589 1.83163 3.18127
C 1.55049 4.09535 -0.19735
C -4.82252 -1.01731 5.19894
H 0.75676 -0.03936 -1.45385
H -0.35563 2.40759 1.11132
H 6.14885 -2.47393 -2.47170
H -3.17411 -1.45444 0.71449
H 4.70360 -1.82199 -3.30493
H -1.91067 2.44579 -2.36571
H -1.02760 4.47521 -2.33763
O -1.11704 2.65692 -2.88626

## Properties
electronic energy: -77082.1306 eV
Kohn-Sham gap: 7.30 eV
E_LUMO: -2.80 eV
max |F|: 0.17323 hartree/bohr
total charge: +1

The molecule's Löwdin atomic charges, reported in e, are given here: number 1, H, carries 0.09; number 2, O, carries -0.15; number 3, O, carries -0.16; number 4, C, carries -0.16; number 5, C, carries -0.18; number 6, C, carries -0.15; number 7, C, carries -0.07; number 8, H, carries 0.08; number 9, O, carries -0.15; number 10, H, carries 0.16; number 11, H, carries 0.07; number 12, H, carries 0.08; number 13, C, carries -0.05; number 14, C, carries -0.14; number 15, H, carries 0.09; number 16, F, carries 0.01; number 17, H, carries 0.08; number 18, C, carries -0.16; number 19, H, carries 0.08; number 20, H, carries 0.14; number 21, H, carries 0.09; number 22, C, carries -0.42; number 23, H, carries 0.08; number 24, H, carries 0.09; number 25, C, carries -0.16; number 26, O, carries -0.17; number 27, H, carries 0.08; number 28, O, carries -0.17; number 29, N, carries 0.01; number 30, C, carries -0.25; number 31, H, carries 0.06; number 32, H, carries 0.13; number 33, O, carries -0.15; number 34, C, carries -0.12; number 35, H, carries 0.09; number 36, H, carries 0.08; number 37, C, carries -0.51; number 38, S, carries 0.90; number 39, H, carries 0.08; number 40, H, carries 0.10; number 41, H, carries 0.05; number 42, C, carries -0.12; number 43, H, carries 0.09; number 44, H, carries 0.07; number 45, H, carries 0.07; number 46, C, carries -0.03; number 47, H, carries 0.13; number 48, H, carries 0.08; number 49, H, carries 0.09; number 50, H, carries 0.09; number 51, H, carries 0.07; number 52, F, carries 0.03; number 53, H, carries 0.08; number 54, H, carries 0.06; number 55, H, carries 0.12; number 56, H, carries 0.04; number 57, C, carries -0.14; number 58, C, carries -0.16; number 59, O, carries -0.34; number 60, H, carries 0.05; number 61, O, carries -0.32; number 62, H, carries 0.10; number 63, H, carries 0.10; number 64, F, carries 0.03; number 65, C, carries -0.16; number 66, H, carries 0.08; number 67, H, carries 0.10; number 68, H, carries 0.08; number 69, C, carries -0.14; number 70, H, carries 0.09; number 71, H, carries 0.08; number 72, C, carries -0.18; number 73, C, carries -0.27; number 74, H, carries 0.14; number 75, H, carries 0.05; number 76, H, carries 0.08; number 77, H, carries 0.16; number 78, C, carries -0.12; number 79, O, carries -0.15; number 80, H, carries 0.08; number 81, P, carries 0.95; number 82, C, carries -0.07; number 83, H, carries 0.07; number 84, H, carries 0.08; number 85, H, carries 0.09; number 86, H, carries 0.07; number 87, C, carries -0.29; number 88, H, carries 0.09; number 89, H, carries 0.17; number 90, C, carries 0.00; number 91, C, carries -0.14; number 92, H, carries 0.12; number 93, H, carries 0.13; number 94, H, carries 0.08; number 95, H, carries 0.19; number 96, H, carries 0.08; number 97, H, carries 0.05; number 98, H, carries 0.03; number 99, O, carries -0.17

Record 2
ORCA calculation (the ωB97M-V functional and the def2-TZVPD basis) on a cluster of 2 separate species, C8H10ClNO in total at a distorted geometry.

Cartesian coordinates (Å):
C 0.35255 1.21028 1.39459
C -0.65595 0.47996 0.80016
H 2.05704 -0.44139 -2.56234
N -1.83598 -1.44133 1.79571
H 1.04458 -1.58600 -2.35976
H -1.96105 0.87449 2.44908
C -0.49643 0.00223 -0.42862
H -1.77838 -1.84812 0.74514
C -1.89172 0.10672 1.66275
H -0.77119 -1.73406 2.04214
H 0.34582 -0.07572 -3.23990
H 0.12634 1.54934 2.37959
H -2.78503 0.28327 1.09383
C 1.73359 0.71936 -0.46449
H -0.64882 -1.68242 -1.71856
C 0.72713 0.12542 -1.04501
C 0.92671 -0.45572 -2.44537
Cl 2.82184 2.24111 1.46368
O -1.51940 -0.51533 -1.22813
H 2.62058 0.97071 -1.09347
C 1.58777 1.21720 0.75898

## Properties
electronic energy: -24513.3297 eV
Kohn-Sham gap: 7.91 eV
E_LUMO: -0.79 eV
max |F|: 0.10785 hartree/bohr

The molecule's natural (NBO) atomic charges, reported in e, are given here: number 1, C, carries -0.21; number 2, C, carries -0.09; number 3, H, carries 0.24; number 4, N, carries -0.82; number 5, H, carries 0.23; number 6, H, carries 0.21; number 7, C, carries 0.31; number 8, H, carries 0.37; number 9, C, carries -0.24; number 10, H, carries 0.34; number 11, H, carries 0.25; number 12, H, carries 0.23; number 13, H, carries 0.21; number 14, C, carries -0.24; number 15, H, carries 0.43; number 16, C, carries -0.08; number 17, C, carries -0.65; number 18, Cl, carries -0.02; number 19, O, carries -0.66; number 20, H, carries 0.23; number 21, C, carries -0.02

Record 3
ORCA calculation (the ωB97M-V functional and the def2-TZVPD basis) on the ion C5H9ClN with charge +1 at a distorted geometry.

Cartesian coordinates (Å):
H 1.53894 -2.05980 0.07185
H 0.34096 0.81557 0.96343
H -1.42311 -2.11417 -0.39206
Cl -3.82078 -0.28125 0.09939
H 0.32762 -0.59415 -1.50960
C -0.06050 0.90416 -0.03435
H 0.76446 -1.10594 1.42375
H -1.73469 1.93678 -0.98754
C -1.25213 -1.03152 -0.25430
H 1.83085 -0.25277 0.32746
N 0.11374 -0.46186 -0.52268
C -1.54107 1.29480 -0.06414
H 0.61363 1.54130 -0.61120
C -2.17619 -0.02011 -0.10329
C 1.10956 -1.01760 0.38659
H -1.85975 1.69539 0.92024

## Properties
electronic energy: -19335.2833 eV
Kohn-Sham gap: 10.79 eV
E_LUMO: -3.29 eV
SMILES: C[N@H+]1C=C(Cl)CC1
max |F|: 0.07574 hartree/bohr
total charge: +1

The molecule's natural (NBO) atomic charges, reported in e, are given here: number 1, H, carries 0.25; number 2, H, carries 0.23; number 3, H, carries 0.26; number 4, Cl, carries 0.15; number 5, H, carries 0.45; number 6, C, carries -0.21; number 7, H, carries 0.25; number 8, H, carries 0.27; number 9, C, carries -0.13; number 10, H, carries 0.22; number 11, N, carries -0.35; number 12, C, carries -0.48; number 13, H, carries 0.24; number 14, C, carries 0.01; number 15, C, carries -0.42; number 16, H, carries 0.27